(1)
{"formula": "C5H8O2", "method": "wB97M-V/def2-TZVPD", "symbols": ["C", "O", "C", "C", "C", "C", "O", "H", "H", "H", "H", "H", "H", "H", "H"], "positions_angstrom": [[-1.23, 0.62, 0.49], [-0.05, 1.36, 0.09], [0.71, 0.21, -1.45], [0.02, -1.00, -0.78], [-0.35, -0.60, 0.67], [0.75, 0.36, 1.08], [1.87, 0.46, -1.23], [-2.05, 0.52, -0.24], [-1.62, 1.06, 1.42], [0.14, 0.72, -2.25], [0.77, -1.80, -0.81], [-0.88, -1.34, -1.30], [-0.63, -1.43, 1.31], [0.69, 0.92, 2.00], [1.79, -0.05, 0.98]], "mulliken_charge": [-0.4466, -0.4219, 0.1410, -0.7198, -0.0629, -0.5252, -0.5302, 0.2759, 0.3057, 0.3035, 0.3586, 0.3256, 0.4151, 0.3489, 0.2323], "spin_multiplicity": 1, "lumo_ev": 0.91, "smiles": "O=CCC1COC1", "homo_ev": -9.13, "homo_lumo_gap_ev": 10.043}


(2)
{"formula": "C2H9NSi", "method": "wB97M-V/def2-TZVPD", "symbols": ["C", "C", "N", "Si", "H", "H", "H", "H", "H", "H", "H", "H", "H"], "positions_angstrom": [[1.83, -0.44, -0.33], [-1.91, 0.45, -1.24], [-0.12, -0.34, 2.02], [0.56, 0.50, 0.67], [1.34, -1.35, -0.76], [2.15, 0.12, -1.20], [2.85, -0.76, 0.11], [-2.67, 0.38, -0.51], [-1.97, 1.29, -1.92], [-1.71, -0.42, -1.79], [0.10, -1.28, 2.12], [-1.14, -0.12, 2.13], [0.70, 1.97, 0.68]], "mulliken_charge": [-0.9295, -1.0438, -0.5050, 0.3479, 0.3021, 0.2924, 0.3305, 0.2625, 0.2323, 0.2647, 0.2614, 0.2593, -0.0748], "spin_multiplicity": 1, "lumo_ev": [0.57, 0.57], "homo_ev": [-6.94, -6.94], "homo_lumo_gap_ev": [7.506, 7.505]}


(3)
{"formula": "C25H45N5OP2Y", "method": "wB97M-V/def2-TZVPD", "symbols": ["Y", "N", "C", "C", "N", "C", "C", "N", "H", "H", "H", "H", "H", "H", "H", "H", "H", "H", "H", "H", "H", "C", "P", "C", "C", "C", "C", "C", "C", "C", "P", "C", "C", "H", "H", "H", "H", "H", "H", "H", "H", "H", "H", "H", "H", "H", "H", "H", "H", "N", "C", "O", "C", "C", "C", "N", "C", "C", "H", "H", "H", "H", "H", "H", "C", "C", "C", "C", "C", "H", "H", "H", "H", "H", "H", "H", "H", "H", "H"], "positions_angstrom": [[-0.55, 0.38, -0.25], [1.26, 0.46, 1.79], [0.61, 0.98, 3.00], [0.08, 2.36, 2.67], [-0.88, 2.33, 1.55], [-2.30, 2.37, 1.96], [-2.92, 1.00, 2.15], [-2.81, 0.27, 0.89], [1.61, -0.48, 1.94], [2.08, 1.03, 1.56], [1.29, 1.04, 3.86], [-0.19, 0.30, 3.26], [0.92, 2.99, 2.38], [-0.36, 2.83, 3.56], [-0.72, 3.16, 0.99], [-2.85, 2.88, 1.17], [-2.42, 2.96, 2.87], [-3.95, 1.13, 2.48], [-2.40, 0.43, 2.93], [-3.21, 0.79, 0.11], [-3.27, -0.64, 0.93], [-0.30, -2.87, 3.00], [-0.75, -2.43, 1.28], [-2.43, -3.15, 1.20], [0.24, -3.59, 0.26], [1.06, -4.56, 0.84], [1.82, -5.41, 0.06], [1.76, -5.32, -1.33], [0.95, -4.37, -1.91], [0.20, -3.48, -1.14], [-0.76, -2.13, -1.92], [-2.26, -2.91, -2.59], [0.16, -1.77, -3.45], [0.75, -2.63, 3.20], [-0.47, -3.92, 3.24], [-0.91, -2.27, 3.67], [-2.41, -4.24, 1.27], [-2.93, -2.87, 0.27], [-3.03, -2.76, 2.03], [1.11, -4.66, 1.91], [2.46, -6.15, 0.53], [2.34, -5.99, -1.94], [0.91, -4.30, -2.99], [-1.99, -3.73, -3.26], [-2.81, -2.16, -3.16], [-2.91, -3.30, -1.81], [0.06, -2.55, -4.20], [1.22, -1.63, -3.23], [-0.24, -0.82, -3.82], [5.90, -1.89, -3.38], [4.93, -1.08, -3.87], [4.86, -0.73, -5.03], [3.85, -0.66, -2.89], [3.54, -1.39, -1.74], [2.51, -0.93, -0.94], [1.81, 0.18, -1.22], [2.10, 0.86, -2.33], [3.12, 0.48, -3.19], [6.66, -2.13, -4.00], [6.05, -1.98, -2.39], [4.04, -2.31, -1.48], [2.22, -1.48, -0.06], [1.47, 1.71, -2.56], [3.32, 1.03, -4.10], [-1.24, 2.56, -4.12], [-1.69, 2.64, -2.65], [-0.84, 3.71, -1.95], [-3.14, 3.12, -2.62], [-1.52, 1.29, -1.95], [-1.30, 3.52, -4.63], [-1.88, 1.85, -4.66], [-0.21, 2.19, -4.19], [-1.01, 4.72, -2.34], [0.24, 3.52, -2.05], [-1.09, 3.73, -0.89], [-3.28, 4.06, -3.16], [-3.48, 3.27, -1.59], [-3.80, 2.37, -3.07], [-2.16, 0.57, -2.50]], "mulliken_charge": [0.0553, -0.4694, -0.0564, -1.1657, -0.0526, -0.8724, -0.5768, -0.4495, 0.1571, 0.2296, 0.4940, -0.0612, 0.4230, 0.3285, 0.1984, 0.3489, 0.4270, 0.4551, 0.2424, 0.2324, 0.2040, -1.8952, 2.1473, -1.4831, 0.0954, -0.6483, -0.8364, -0.9436, -0.7903, -0.1229, 1.2911, -1.4606, -1.2266, 0.4591, 0.5257, 0.4258, 0.3490, 0.2146, 0.5099, 0.3491, 0.4421, 0.4429, 0.3951, 0.4691, 0.4351, 0.3480, 0.6326, 0.2915, 0.2379, -0.3341, 0.0558, -0.5897, 1.0009, -0.9843, -0.2370, 0.1975, -0.0421, -0.6202, 0.2600, 0.1895, 0.3852, 0.0653, -0.0355, 0.5339, -1.6224, 2.2119, -1.3925, -1.8303, 0.1126, 0.4491, 0.3786, 0.1733, 0.4739, 0.1897, 0.0514, 0.4641, 0.2526, 0.3924, 0.1043], "spin_multiplicity": 1, "lumo_ev": -2.56, "total_charge": 1, "homo_ev": -7.56, "homo_lumo_gap_ev": 4.999}


(4)
{"formula": "C5H6Cl2", "method": "wB97M-V/def2-TZVPD", "symbols": ["C", "C", "C", "C", "C", "Cl", "Cl", "H", "H", "H", "H", "H", "H"], "positions_angstrom": [[1.13, -0.41, -0.78], [-0.10, -0.02, -1.66], [-0.91, -0.54, 1.17], [-0.17, -0.05, -0.15], [-0.43, 0.83, 0.98], [1.37, 1.12, 2.33], [-1.37, 2.18, 1.09], [1.56, -1.39, -0.60], [1.81, 0.51, -0.70], [-0.02, 0.87, -2.24], [-0.54, -0.94, -2.32], [-1.97, -0.77, 1.30], [-0.37, -1.39, 1.58]], "mulliken_charge": [-0.6058, -0.5069, -0.6741, 0.4533, 0.3150, -0.3308, -0.1242, 0.2658, 0.2430, 0.2830, 0.2014, 0.2464, 0.2339], "spin_multiplicity": 1, "lumo_ev": -0.45, "homo_ev": -10.08, "homo_lumo_gap_ev": 9.628}


(5)
{"formula": "C43H33N13O3Tl", "method": "wB97M-V/def2-TZVPD", "symbols": ["Tl", "O", "C", "C", "C", "C", "C", "C", "C", "O", "N", "N", "C", "C", "C", "C", "C", "C", "C", "O", "H", "H", "H", "H", "H", "H", "H", "H", "H", "H", "C", "C", "N", "C", "C", "N", "C", "C", "C", "C", "C", "N", "C", "C", "N", "C", "C", "N", "C", "C", "C", "N", "C", "C", "H", "H", "H", "H", "H", "H", "H", "H", "H", "H", "H", "H", "C", "C", "N", "C", "C", "N", "C", "N", "N", "N", "C", "C", "C", "C", "C", "C", "H", "H", "H", "H", "H", "H", "H", "H", "H", "H", "H"], "positions_angstrom": [[0.18, 0.48, 1.28], [-0.14, 2.76, 6.27], [0.07, 3.86, 5.52], [-0.20, 5.10, 6.09], [0.01, 6.26, 5.37], [0.50, 6.21, 4.07], [0.75, 4.98, 3.49], [0.53, 3.79, 4.20], [0.74, 2.53, 3.48], [0.88, 2.53, 2.22], [0.68, 1.40, 4.21], [0.91, 0.29, 3.51], [1.15, -0.83, 4.09], [1.55, -2.05, 3.45], [1.70, -3.18, 4.27], [2.15, -4.38, 3.79], [2.51, -4.48, 2.44], [2.36, -3.40, 1.61], [1.86, -2.16, 2.06], [1.77, -1.18, 1.20], [0.13, 1.98, 5.75], [-0.57, 5.13, 7.11], [-0.22, 7.22, 5.82], [0.69, 7.12, 3.52], [1.13, 4.91, 2.48], [1.17, -0.83, 5.18], [1.44, -3.08, 5.32], [2.25, -5.23, 4.45], [2.88, -5.41, 2.04], [2.65, -3.45, 0.56], [-3.47, 3.15, 2.87], [-2.47, 2.19, 2.75], [-1.91, 1.94, 1.58], [-2.33, 2.61, 0.50], [-3.35, 3.55, 0.64], [-3.91, 3.81, 1.81], [-1.64, 2.35, -0.78], [-2.18, 2.69, -2.01], [-1.48, 2.41, -3.18], [-0.23, 1.80, -3.06], [0.25, 1.48, -1.80], [-0.46, 1.75, -0.70], [1.56, 0.84, -1.57], [2.26, 0.10, -2.52], [3.49, -0.32, -2.29], [4.03, -0.04, -1.12], [3.30, 0.58, -0.11], [2.07, 1.02, -0.35], [-2.05, 2.70, -4.51], [-1.24, 3.08, -5.58], [-1.83, 3.26, -6.82], [-3.13, 3.10, -7.05], [-3.90, 2.76, -6.03], [-3.42, 2.55, -4.75], [-3.92, 3.39, 3.82], [-2.11, 1.64, 3.61], [-3.72, 4.11, -0.21], [-3.15, 3.17, -2.08], [0.37, 1.58, -3.94], [1.81, -0.17, -3.47], [5.07, -0.33, -0.97], [3.68, 0.73, 0.89], [-0.19, 3.26, -5.44], [-1.23, 3.55, -7.68], [-4.96, 2.64, -6.25], [-4.09, 2.24, -3.96], [-0.98, -3.28, 1.38], [-1.24, -2.51, 0.14], [-1.38, -1.20, 0.05], [-1.78, -0.93, -1.24], [-1.89, -2.08, -1.93], [-1.56, -3.09, -1.05], [-1.45, -4.49, -1.43], [-0.10, -4.96, -1.54], [0.38, -5.87, -0.65], [1.57, -6.18, -0.97], [1.94, -5.47, -2.09], [3.12, -5.46, -2.83], [3.17, -4.65, -3.94], [2.07, -3.85, -4.31], [0.90, -3.84, -3.59], [0.85, -4.67, -2.47], [-0.76, -2.59, 2.20], [-0.14, -3.97, 1.27], [-1.86, -3.87, 1.64], [-2.02, 0.07, -1.56], [-2.21, -2.30, -2.94], [-1.94, -4.59, -2.39], [-1.95, -5.13, -0.70], [3.96, -6.08, -2.54], [4.06, -4.63, -4.55], [2.16, -3.23, -5.20], [0.06, -3.21, -3.88]], "mulliken_charge": [2.2861, -0.6516, 0.3809, -0.6939, -0.3712, -0.8278, -0.5220, 0.6949, 0.5847, -0.8296, -1.3042, 0.4181, -0.5176, 0.8680, -0.8050, -0.9237, -0.3257, -0.7717, -0.0303, -0.3402, 0.5827, 0.4507, 0.3988, 0.4222, 0.4753, 0.4380, 0.4363, 0.4268, 0.4421, 0.5424, -0.5086, -0.3730, 0.2089, -0.6797, -0.3917, -0.5892, 0.9632, -1.0242, 0.9772, -0.7550, -0.3811, -0.0504, 0.5865, -0.1951, -0.5757, -0.6656, -0.1931, -0.1467, 0.3916, -0.4350, -0.4795, -0.5736, -0.4973, -0.5226, 0.4298, 0.5497, 0.4373, 0.6133, 0.6312, 0.4085, 0.4364, 0.5512, 0.5004, 0.3827, 0.3845, 0.4608, -1.1996, 0.7641, -0.0737, -0.5922, -0.7212, 0.4507, -1.3686, 0.8787, -0.5840, -0.5583, 0.2840, -0.8354, -0.6367, -0.5248, -0.7387, 1.3849, 0.0324, 0.1745, 0.5738, 0.5168, 0.5110, 0.4848, 0.2787, 0.4821, 0.4006, 0.4197, 0.3870], "spin_multiplicity": 1, "lumo_ev": -4.06, "total_charge": 1, "homo_ev": -9.96, "homo_lumo_gap_ev": 5.904}


(6)
{"formula": "C4H6N4OS", "method": "wB97M-V/def2-TZVPD", "symbols": ["C", "C", "C", "C", "N", "N", "N", "N", "O", "S", "H", "H", "H", "H", "H", "H"], "positions_angstrom": [[1.20, -1.65, 1.44], [0.18, -1.06, 2.28], [0.81, -1.31, 0.17], [-2.14, 0.54, -0.52], [-0.74, -0.48, 1.51], [-0.29, -0.58, 0.26], [-2.65, 1.02, -1.75], [-0.88, -0.01, -0.73], [-2.67, 0.47, 0.54], [1.55, 1.27, -2.09], [2.16, -2.09, 1.70], [-0.04, -1.37, 3.27], [1.22, -1.42, -0.82], [-1.89, 1.24, -2.43], [-3.42, 1.69, -1.60], [2.44, 2.35, -2.30]], "mulliken_charge": [-0.6239, -0.2155, -0.0618, 0.4479, -0.7314, 1.2191, -0.4157, -0.7226, -0.4388, -0.3783, 0.3793, 0.4082, 0.4451, 0.2930, 0.2747, 0.1206], "spin_multiplicity": 1, "lumo_ev": [-3.62, -3.65], "homo_ev": [-7.88, -7.89], "homo_lumo_gap_ev": [4.266, 4.242]}


(7)
{"formula": "C4H6O2", "method": "wB97M-V/def2-TZVPD", "symbols": ["O", "C", "C", "C", "C", "O", "H", "H", "H", "H", "H", "H"], "positions_angstrom": [[-0.17, -0.23, -2.62], [-0.12, -0.22, -1.42], [0.11, 0.98, -0.50], [-0.09, 0.42, 0.90], [0.04, -1.09, 0.69], [-0.29, -1.34, -0.68], [1.13, 1.35, -0.68], [-0.58, 1.77, -0.78], [0.63, 0.80, 1.63], [-1.09, 0.67, 1.27], [-0.63, -1.68, 1.32], [1.07, -1.44, 0.86]], "mulliken_charge": [-0.5618, 0.4719, -0.3303, -0.4441, -0.3796, -0.3563, 0.2479, 0.2661, 0.2992, 0.2453, 0.3006, 0.2410], "spin_multiplicity": 1, "lumo_ev": 0.86, "smiles": "O=C1CCCO1", "homo_ev": -10.29, "homo_lumo_gap_ev": 11.152}


(8)
{"formula": "C3H6N4", "method": "wB97M-V/def2-TZVPD", "symbols": ["C", "C", "C", "H", "H", "H", "H", "H", "H", "N", "N", "N", "N"], "positions_angstrom": [[-0.03, -1.08, 0.81], [0.04, 0.06, -0.01], [-0.84, 1.09, -0.08], [1.20, -1.68, -0.67], [-0.38, -2.99, -0.59], [-0.92, -1.36, 1.39], [0.67, -0.84, 1.65], [-1.85, 1.26, 0.01], [-0.53, 3.13, -0.78], [0.47, -2.32, 0.12], [-0.16, 2.10, -0.60], [1.06, 1.95, -0.80], [1.27, 0.68, -0.47]], "mulliken_charge": [-0.4448, 0.1331, -0.3788, 0.3633, 0.2563, 0.3653, 0.2070, 0.4491, 0.2833, -0.6851, 0.3038, -0.6530, -0.1995], "spin_multiplicity": 1, "lumo_ev": 0.66, "homo_ev": -9.27, "homo_lumo_gap_ev": 9.924}


How do the records compare in E? In the order shown, they have -9406.598 -11585.097 -55769.912 -30323.277 -75327.488 -23082.728 -8340.452 -9164.332 eV.
How do the records compare in ΔE to the lowest compared entry with this formula, charge and spin? In the order shown, they have 74.6 76.7 29.6 63.9 22.5 122.7 0.2 104.3 kcal/mol.